Density functional theory data (wB97M-V/def2-TZVPD) for a structure of composition C54H47AuBr2GeN2Sb2.

CARTESIAN COORDINATES (ANGSTROEM)
Au (-0.44, 0.58, -0.05)
Br (-7.18, 2.82, -0.84)
C (-5.39, 2.32, -0.65)
C (-4.39, 3.27, -0.55)
C (-3.09, 2.83, -0.40)
N (-2.74, 1.54, -0.35)
C (-3.71, 0.63, -0.44)
C (-5.05, 0.98, -0.59)
C (-3.30, -0.80, -0.29)
C (-4.22, -1.82, -0.52)
C (-3.89, -3.13, -0.25)
Br (-5.12, -4.50, -0.56)
C (-2.64, -3.40, 0.29)
C (-1.78, -2.35, 0.45)
N (-2.04, -1.07, 0.13)
H (-4.61, 4.33, -0.57)
H (-2.28, 3.55, -0.30)
H (-5.83, 0.24, -0.62)
H (-5.20, -1.59, -0.91)
H (-2.35, -4.40, 0.57)
H (-0.81, -2.54, 0.89)
C (1.47, -1.64, 1.82)
C (2.82, -1.05, 2.18)
C (3.22, 0.20, 1.39)
Sb (3.64, -0.44, -0.63)
C (5.70, -0.81, -0.64)
C (6.44, -0.40, -1.74)
C (7.82, -0.54, -1.72)
C (8.45, -1.09, -0.61)
C (7.70, -1.50, 0.49)
C (6.33, -1.37, 0.48)
C (3.12, 0.06, -2.61)
C (2.30, 1.07, -3.10)
C (2.00, 1.11, -4.45)
C (2.50, 0.14, -5.32)
C (3.30, -0.88, -4.82)
C (3.60, -0.93, -3.47)
Sb (1.72, -2.31, -0.22)
C (2.65, -4.16, 0.15)
C (1.84, -5.22, 0.57)
C (2.41, -6.45, 0.88)
C (3.79, -6.62, 0.77)
C (4.59, -5.57, 0.35)
C (4.03, -4.34, 0.04)
C (0.61, -2.66, -2.00)
C (0.91, -3.88, -2.60)
C (0.31, -4.19, -3.82)
C (-0.56, -3.29, -4.41)
C (-0.85, -2.08, -3.80)
C (-0.26, -1.75, -2.59)
H (0.64, -0.94, 1.89)
H (1.27, -2.56, 2.38)
H (3.59, -1.83, 2.12)
H (2.78, -0.77, 3.24)
H (4.15, 0.63, 1.77)
H (2.43, 0.93, 1.43)
H (5.97, 0.04, -2.61)
H (8.41, -0.21, -2.57)
H (9.53, -1.19, -0.60)
H (8.20, -1.93, 1.35)
H (5.76, -1.69, 1.34)
H (1.88, 1.82, -2.45)
H (1.38, 1.90, -4.84)
H (2.27, 0.18, -6.37)
H (3.69, -1.64, -5.49)
H (4.23, -1.74, -3.11)
H (0.77, -5.11, 0.65)
H (1.78, -7.27, 1.20)
H (4.23, -7.58, 1.01)
H (5.66, -5.71, 0.26)
H (4.68, -3.55, -0.31)
H (1.59, -4.59, -2.15)
H (0.54, -5.13, -4.30)
H (-1.03, -3.55, -5.36)
H (-1.53, -1.39, -4.27)
H (-0.48, -0.80, -2.12)
C (2.76, 3.10, -0.18)
Ge (0.85, 2.61, 0.06)
C (0.48, 3.21, 1.90)
C (1.45, 3.92, 2.62)
C (1.22, 4.33, 3.93)
C (0.00, 4.06, 4.53)
C (-0.97, 3.36, 3.84)
C (-0.73, 2.93, 2.54)
C (0.02, 3.81, -1.35)
C (-0.47, 3.21, -2.52)
C (-1.00, 3.93, -3.57)
C (-1.06, 5.33, -3.50)
C (-0.60, 5.99, -2.36)
C (-0.66, 7.39, -2.28)
C (-0.22, 8.07, -1.14)
C (0.28, 7.34, -0.08)
C (0.36, 5.94, -0.14)
C (-0.06, 5.23, -1.27)
H (2.81, 4.19, -0.11)
H (3.20, 2.84, -1.14)
H (3.40, 2.71, 0.62)
H (2.41, 4.14, 2.17)
H (1.98, 4.87, 4.47)
H (-0.19, 4.39, 5.55)
H (-1.92, 3.13, 4.32)
H (-1.50, 2.36, 2.03)
H (-0.44, 2.12, -2.60)
H (-1.36, 3.43, -4.46)
H (-1.47, 5.90, -4.32)
H (-1.06, 7.95, -3.12)
H (-0.27, 9.14, -1.09)
H (0.62, 7.85, 0.82)
H (0.73, 5.41, 0.73)

Its total charge is +3. The value obtained for the gap between HOMO and LUMO (alpha / beta) is 7.274 / 4.581 eV. Its expectation value of S² is 0.776. The highest occupied orbital energy (alpha / beta) is -14.85 / -14.85 eV. The electronic energy comes out at -273082.924 eV. The spin multiplicity is 2. The energy above the lowest of the compared OMol25 structures with the same formula, charge and spin comes out at 143.9 kJ/mol.